# 1
Formula: C6H14NO
Source: OMol25
Level of theory: the ωB97M-V functional and the def2-TZVPD basis

Geometry as XYZ:
```
22
Properties=species:S:1:pos:R:3:forces:R:3:mulliken_charge:R:1
C -2.1446 -0.6578 1.1319 1.1852 0.0674 1.1318 -1.95
C -0.7840 -0.0743 0.6764 0.4249 1.5954 1.5268 0.94
C -0.6014 0.0269 -0.8652 -0.7411 -0.6253 2.0186 -1.35
C 0.5827 0.8448 -1.3010 0.3362 -0.3757 -1.0636 0.37
C 0.8717 0.4960 -2.7688 0.7158 1.1983 -0.7730 -4.20
N 0.2535 -0.8378 1.3735 0.7893 -1.1813 0.4045 -0.67
C 1.5859 -0.2362 1.9822 -0.3441 1.1313 -2.1643 -0.45
O 1.4122 0.7255 2.8354 -0.2987 0.5767 1.1458 -0.87
H -2.9120 -0.3773 0.4176 -0.3995 -0.7517 0.0173 0.57
H -2.4173 -0.3250 2.1536 0.0353 0.8331 -0.5263 0.27
H -1.9239 -1.6865 1.4577 -0.7298 -0.4901 -1.4265 0.49
H -0.7554 0.9373 1.1736 -0.0195 -0.1292 -0.9365 0.21
H -0.4459 -1.0007 -1.1971 -0.0248 -0.0668 -0.1888 0.39
H -1.5674 0.3573 -1.2650 0.2674 0.2106 -0.3206 0.56
H 1.4499 0.6009 -0.6858 -0.1097 -0.0624 -0.0573 0.00
H 0.4410 1.9272 -1.2203 -0.2071 -0.0838 0.1325 0.26
H 0.0988 0.8438 -3.4676 -0.4071 -0.2536 0.2219 0.49
H 1.7265 1.0663 -3.1908 0.0266 -0.2545 0.3027 1.58
H 1.0734 -0.5560 -2.9848 -0.1020 -0.0589 0.2726 0.69
H -0.1283 -1.0706 2.2863 -0.4394 -0.1727 -0.1118 0.27
H 2.1502 0.1670 1.0490 -0.1220 -1.1306 0.8352 0.14
H 2.0346 -1.1708 2.4094 0.1641 0.0238 -0.4410 0.25
```
Positions in Å, forces in eV/Å.

Calculated values
Energy above the lowest of the compared OMol25 structures with the same formula, charge and spin ... 83.94 kJ/mol
Spin multiplicity ... 2
Kohn-Sham gap (alpha / beta) ... 2.24 / 6.35 eV
Expectation value of S² ... 0.751
Charge ... -2
E ... -9981.511 eV

***

# 2
Formula: C6H14NO
Source: OMol25
Level of theory: the ωB97M-V functional and the def2-TZVPD basis

Geometry as XYZ:
```
22
Properties=species:S:1:pos:R:3:forces:R:3:mulliken_charge:R:1
C -0.0523 0.8247 -2.0356 -0.1079 0.8684 -0.2727 -0.46
C -1.4120 0.1938 -2.3688 0.9145 0.5428 -0.3406 -1.05
C 0.0444 1.2788 -0.5892 0.3193 -0.2352 0.8153 -0.78
N -0.4696 0.2317 0.3202 0.2284 0.3300 0.0649 -0.38
C 0.1265 -1.9702 1.1664 -0.1507 -1.1887 1.0248 -1.42
C 0.6067 -0.5442 0.9588 -1.3412 0.3046 0.0994 0.44
C 0.9949 0.1253 2.3078 0.9392 -0.1287 -0.2091 -0.61
O 0.6302 1.4099 2.4908 -0.0286 0.0827 0.0146 -0.37
H 0.7786 0.1564 -2.2614 -0.0826 -0.2898 0.0001 0.21
H 0.1251 1.7022 -2.6751 -0.0501 -0.1036 0.1046 0.38
H -1.6013 0.3197 -3.4351 0.0154 -0.4354 -0.0903 0.37
H -2.2005 0.7512 -1.8729 -0.1767 -0.2813 0.3351 0.29
H -1.3520 -0.8493 -2.0730 -0.6406 -0.0080 -0.0350 0.24
H -0.4240 2.2467 -0.3831 -0.4846 -0.2784 -0.2689 0.42
H 1.0831 1.4753 -0.3147 0.2721 0.0874 -0.2232 0.37
H -0.9759 0.6749 1.0773 -0.1789 0.1112 -0.1998 0.22
H -0.1236 -2.2365 2.2075 0.5111 0.4398 0.1074 0.35
H 0.8422 -2.7374 0.8631 -0.0600 0.1096 -0.2156 0.29
H -0.8457 -2.1726 0.7317 0.1050 0.2245 -0.8346 0.38
H 1.4436 -0.5182 0.2688 0.2537 -0.1259 0.0234 0.44
H 2.0992 0.0905 2.4235 -0.0135 0.0788 0.1264 0.31
H 0.6825 -0.4525 3.1930 -0.2430 -0.1049 -0.0261 0.37
```
Positions in Å, forces in eV/Å.

Calculated values
Energy above the lowest of the compared OMol25 structures with the same formula, charge and spin ... 85.53 kJ/mol
Spin multiplicity ... 2
Kohn-Sham gap (alpha / beta) ... 9.86 / 7.29 eV
Expectation value of S² ... 0.754
E ... -9983.785 eV

***

# 3
Formula: C6H14NO
Source: OMol25
Level of theory: the ωB97M-V functional and the def2-TZVPD basis

Geometry as XYZ:
```
22
Properties=species:S:1:pos:R:3:forces:R:3:mulliken_charge:R:1
C 0.4332 0.4892 -0.0447 0.9698 2.5309 -1.2028 -0.16
C -1.2889 0.9114 -0.0688 6.3675 -4.8847 4.7426 -0.72
C 1.2474 -0.6575 -0.1194 -2.7367 6.8498 -0.0209 1.15
C 1.1802 1.8637 -0.2294 -1.9148 -0.3874 3.2589 -1.39
C 2.7469 -0.3932 -0.2013 0.0835 -1.5046 0.0353 -1.37
C -2.8951 -0.7707 0.6260 1.1547 -1.1431 2.6246 -0.97
N -1.7085 -0.5901 -0.1479 -1.1358 1.7027 -3.7515 -0.15
O 0.5909 -1.8099 -0.1526 1.8657 -3.1819 -0.0957 -0.61
H -1.6272 1.6248 -0.7440 -0.6774 0.4404 -1.8167 0.45
H -1.3680 1.2876 1.0154 -0.4656 -0.7803 -1.7367 0.40
H 0.3860 2.7297 0.0839 2.5984 -1.7742 -0.8120 0.33
H 1.4622 1.8628 -1.2284 0.2715 0.8291 -2.0545 0.38
H 2.1691 1.8101 0.3273 -1.8115 1.1525 -0.2421 0.22
H 3.2333 -1.2453 0.2228 0.4844 -0.6946 0.9265 0.47
H 3.1043 0.5043 0.3419 -0.3978 -0.9708 -0.4600 0.33
H 3.2130 -0.4575 -1.1962 -0.7404 0.6486 -0.1506 0.34
H -3.3580 -1.6946 0.6904 -0.4410 -2.3862 -0.9975 0.38
H -2.4403 -0.7521 1.6213 -0.7047 0.7208 0.3591 0.41
H -3.6792 -0.1116 0.5174 -1.0760 2.0851 -0.5486 0.37
H -1.6763 -0.7719 -1.1804 -1.4084 0.3749 0.4836 0.41
H -1.0152 -1.3338 -0.0028 0.6693 0.6495 1.4482 0.36
H 1.2901 -2.4953 -0.1305 -0.9548 -0.2764 0.0107 0.37
```
Positions in Å, forces in eV/Å.

Calculated values
Energy above the lowest of the compared OMol25 structures with the same formula, charge and spin ... 411.33 kJ/mol
Kohn-Sham gap ... 9.25 eV
SMILES ... C[NH2+]C/C(C)=C(/C)O
Charge ... +1
E ... -9975.982 eV

***

# 4
Formula: C6H14NO
Source: OMol25
Level of theory: the ωB97M-V functional and the def2-TZVPD basis

Geometry as XYZ:
```
22
Properties=species:S:1:pos:R:3:forces:R:3:mulliken_charge:R:1
O 0.4514 -3.2436 -0.9641 -0.5949 0.1388 -0.4769 -0.44
C 0.9633 -2.1762 -0.8113 0.6215 0.2856 0.8407 -0.15
C 0.2829 -0.8119 -0.9678 0.5092 -0.8527 -0.9298 -0.35
C 0.1565 -0.0827 0.3866 -0.4370 0.7053 -0.3869 0.60
C -1.3174 0.0400 0.8568 1.2174 -1.2403 1.2959 -1.81
C 0.8691 1.3042 0.3081 -0.5763 -0.9792 -0.7513 -0.68
C 0.5983 2.2018 1.5102 1.3267 0.6336 -0.1410 -1.31
N -0.9981 -1.0569 -1.7183 -0.1779 -0.1077 -0.0927 -0.23
H 2.0121 -2.0862 -0.4681 -0.0676 0.0268 -0.0301 0.41
H 0.9124 -0.2897 -1.6977 0.0194 0.2980 0.3124 0.42
H 0.7659 -0.6427 1.0992 -0.3955 -0.2807 0.1186 0.33
H -1.6992 1.0304 0.6715 -0.4717 0.0761 -0.0361 0.30
H -1.3021 -0.2206 1.9232 -0.0607 0.9434 0.0502 0.42
H -1.9771 -0.7846 0.5955 -0.2764 0.1259 -0.7077 0.65
H 0.5635 1.7844 -0.6289 -0.0520 0.1041 0.1097 0.37
H 1.9085 1.0017 0.1470 0.1766 0.6161 0.2950 0.40
H 0.1313 1.6733 2.3306 -0.1613 0.1085 0.1489 0.36
H 0.0827 3.1246 1.2516 -0.6324 -0.3414 -0.0652 0.34
H 1.5455 2.6217 1.8627 0.0135 -0.3721 0.2266 0.38
H -1.2568 -0.2654 -2.3036 0.0138 0.0731 -0.0721 0.37
H -0.9182 -1.9010 -2.3022 0.1108 0.0730 0.1163 0.39
H -1.7746 -1.2207 -1.0808 -0.1052 -0.0341 0.1756 0.25
```
Positions in Å, forces in eV/Å.

Calculated values
Energy above the lowest of the compared OMol25 structures with the same formula, charge and spin ... 103.16 kJ/mol
Kohn-Sham gap ... 11.13 eV
SMILES ... CC[C@@H](C)[C@H]([NH3+])C=O
Charge ... +1
E ... -9979.176 eV

***

# 5
Formula: C6H14NO3
Source: OMol25
Level of theory: the ωB97M-V functional and the def2-TZVPD basis

Geometry as XYZ:
```
24
Properties=species:S:1:pos:R:3:forces:R:3:mulliken_charge:R:1
O -0.7438 3.5343 1.1203 -0.6150 -0.0845 -0.2062 -0.46
C -1.3698 2.5382 1.3945 1.6730 0.8936 0.3273 -0.18
C -0.5856 1.2965 1.7288 -1.4796 -0.8870 1.7296 -0.15
C -1.3258 -0.0274 1.4965 0.4596 -2.8642 0.6199 -0.86
C -0.8619 -0.5440 0.1394 -1.2511 1.1265 -0.5709 -0.29
C 0.3381 -1.0400 -0.1172 -0.5572 -0.0183 0.2822 -0.53
N 0.7878 -1.0838 -1.4889 -0.7039 0.4291 1.4597 0.08
C 1.4773 -2.0636 -1.9010 -0.0121 -0.7575 -0.3467 -0.16
H -2.4574 2.5654 1.4595 -0.4450 -0.2785 0.0117 0.40
H -0.3969 1.1851 2.8314 0.0957 1.1497 -0.8423 0.29
H 0.3480 1.3246 1.1896 0.2691 0.0986 0.0300 0.17
H -2.4168 -0.1342 1.7269 0.6570 0.9887 -0.9432 0.48
H -0.9980 -0.7563 2.3001 0.2547 0.6244 -0.9828 0.32
H -1.4705 -0.2198 -0.7413 0.4181 -0.4261 0.7069 0.38
H 1.1011 -1.2833 0.5982 0.0355 -0.4424 0.0925 0.62
H 0.4618 -0.1909 -1.9028 0.6482 -0.8063 -1.2279 0.29
H 1.5488 -2.9555 -1.2354 0.2261 0.9632 -0.4456 0.31
H 1.9181 -2.1016 -2.8931 -0.1427 0.1985 0.0712 0.29
H -1.2033 0.1880 -3.9744 0.3433 0.0967 0.5527 0.31
H -1.9675 1.1405 -3.1381 0.1439 0.2350 0.4325 0.31
O -1.1601 0.6108 -3.0934 -0.3174 -0.4022 -0.9204 -0.64
H 2.3553 -0.1843 1.6900 0.6938 0.3941 0.1467 0.34
H 3.7722 -0.8124 1.3059 -0.0436 0.4883 0.2012 0.31
O 2.8489 -0.9863 1.5045 -0.3506 -0.7194 -0.1780 -0.65
```
Positions in Å, forces in eV/Å.

Calculated values
Energy above the lowest of the compared OMol25 structures with the same formula, charge and spin ... 87.74 kJ/mol
Kohn-Sham gap ... 7.97 eV
Charge ... +1
E ... -14072.649 eV

***

# 6
Formula: C6H14NOS
Source: OMol25
Level of theory: the ωB97M-V functional and the def2-TZVPD basis

Geometry as XYZ:
```
23
Properties=species:S:1:pos:R:3:forces:R:3:mulliken_charge:R:1
C -0.7409 -1.5362 0.0823 0.1314 -1.1478 -2.5042 -0.89
C -2.2520 -1.3021 -0.0900 -1.2346 0.3133 -3.2536 -0.66
C -1.8839 1.3205 -0.6716 -2.6572 -3.4772 3.2125 -0.47
C 2.0602 -0.5691 0.6283 1.4921 2.7315 4.2699 -1.68
C 1.5089 1.5897 -0.4256 -0.3989 1.4640 -2.6725 -1.19
C 0.8980 0.3827 0.2285 0.9755 -2.2528 1.5656 0.99
N 0.0610 -0.5037 -0.5959 -1.7241 0.5926 0.3500 -0.27
O 0.0777 0.7446 1.3705 0.4603 -2.0278 -1.4386 -0.47
S -2.7056 0.3729 0.4212 0.7800 0.1510 -1.0799 0.20
H -0.6371 -1.7563 1.0796 1.1208 0.6634 2.7326 0.36
H -0.4545 -2.5640 -0.3044 -0.6849 1.1960 -0.2766 0.53
H -2.6094 -1.5373 -1.1677 0.8462 1.0152 1.3409 0.33
H -2.9788 -1.8997 0.4027 0.0521 -0.9330 1.2814 0.52
H -1.8329 2.2409 -0.2592 0.5820 3.4126 0.0809 0.39
H -1.5685 0.8161 -1.4910 1.2065 -0.4191 -2.6717 0.46
H 2.8754 -0.7271 -0.0494 0.0579 0.2156 -0.8305 0.44
H 1.7629 -1.5006 1.0124 -0.8860 -1.3204 0.1895 0.44
H 2.5748 -0.1129 1.6268 -0.8988 -0.7363 -2.3373 0.33
H 2.5654 1.3452 -0.7003 -0.9899 0.5969 0.0718 0.31
H 0.9267 1.8965 -1.3805 0.9950 -0.7622 1.2027 0.32
H 1.4873 2.5661 0.1173 0.1435 -1.0731 0.2590 0.31
H 0.5806 -0.9033 -1.3539 0.2560 -0.0697 -0.2676 0.29
H 0.2847 1.6370 1.5197 0.3749 1.8674 0.7757 0.38
```
Positions in Å, forces in eV/Å.

Calculated values
Energy above the lowest of the compared OMol25 structures with the same formula, charge and spin ... 298.27 kJ/mol
Kohn-Sham gap ... 7.50 eV
Charge ... +1
E ... -20811.959 eV